{
  "formula": "C11H25NO11S5",
  "method": "ωB97M-V with the def2-TZVPD basis set",
  "e_homo_ev": -1.66,
  "total_energy_ha": -3307.42404,
  "charge": -2,
  "e_lumo_ev": 3.20,
  "symbols": ["O", "C", "O", "C", "C", "C", "S", "O", "O", "N", "S", "O", "O", "C", "O", "O", "H", "H", "H", "H", "H", "H", "H", "C", "S", "O", "C", "H", "H", "H", "H", "H", "H", "C", "S", "O", "C", "H", "H", "H", "H", "H", "H", "C", "S", "O", "C", "H", "H", "H", "H", "H", "H"],
  "coordinates": [[5.153, -0.358, -2.452], [4.963, 0.814, -2.263], [5.929, 1.567, -1.594], [3.745, 1.589, -2.671], [2.743, 1.623, -1.488], [1.847, 2.853, -1.555], [0.468, 2.755, -0.379], [0.339, 4.095, 0.180], [0.873, 1.743, 0.590], [-0.632, 2.332, -1.410], [-2.173, 1.998, -1.019], [-2.264, 1.150, 0.167], [-2.963, 3.219, -0.963], [-2.695, 0.950, -2.539], [-2.230, -0.183, -2.499], [-3.426, 1.548, -3.310], [5.552, 1.863, -0.755], [4.023, 2.610, -2.942], [3.297, 1.086, -3.528], [3.264, 1.598, -0.523], [2.124, 0.724, -1.512], [1.409, 2.923, -2.550], [2.405, 3.764, -1.321], [9.426, 1.743, -3.085], [9.048, 2.625, -1.569], [9.098, 4.075, -1.895], [10.602, 2.256, -0.734], [8.587, 1.897, -3.760], [10.340, 2.147, -3.520], [9.529, 0.680, -2.868], [11.435, 2.639, -1.325], [10.689, 1.178, -0.593], [10.573, 2.753, 0.233], [-4.832, -2.691, 1.409], [-3.565, -2.023, 2.486], [-3.842, -2.610, 3.840], [-4.151, -0.336, 2.471], [-4.638, -3.757, 1.304], [-5.807, -2.531, 1.873], [-4.783, -2.212, 0.431], [-5.180, -0.311, 2.831], [-4.059, 0.061, 1.457], [-3.499, 0.238, 3.125], [-7.349, -4.960, 3.693], [-8.572, -4.784, 2.389], [-8.552, -3.362, 1.970], [-10.020, -4.976, 3.441], [-6.367, -4.812, 3.248], [-7.520, -4.197, 4.452], [-7.417, -5.961, 4.121], [-9.999, -4.215, 4.221], [-10.025, -5.976, 3.876], [-10.898, -4.841, 2.814]],
  "lowdin_charge": [0.110, -0.503, 0.014, -0.112, -0.219, -0.262, 0.486, -0.384, -0.373, -0.354, 0.586, -0.397, -0.390, -0.812, -0.066, -0.055, 0.105, 0.117, 0.127, 0.107, 0.127, 0.091, 0.092, -0.266, 0.802, -0.552, -0.279, 0.052, 0.052, 0.055, 0.051, 0.050, 0.044, -0.276, 0.818, -0.607, -0.264, 0.040, 0.035, 0.064, 0.053, 0.042, 0.055, -0.263, 0.789, -0.544, -0.284, 0.041, 0.063, 0.050, 0.055, 0.046, 0.043]
}


{
  "formula": "C11H26ClINOP2Tl",
  "method": "ωB97M-V with the def2-TZVPD basis set",
  "e_homo_ev": [-15.10, -15.10],
  "total_energy_ha": -2177.21023,
  "charge": 2,
  "e_lumo_ev": [-10.02, -10.02],
  "symbols": ["C", "C", "H", "H", "H", "O", "I", "Tl", "P", "C", "C", "H", "H", "H", "H", "H", "H", "C", "H", "H", "H", "P", "C", "C", "H", "H", "H", "C", "H", "H", "H", "H", "H", "H", "Cl", "C", "C", "C", "N", "H", "H", "H", "H", "H"],
  "coordinates": [[1.634, -0.348, -7.529], [0.668, -0.480, -6.386], [1.083, -0.586, -8.443], [2.468, -1.051, -7.418], [2.020, 0.675, -7.598], [-0.503, -0.782, -6.405], [1.492, -0.064, -4.381], [-0.184, -0.179, -1.327], [-0.465, 2.425, -0.353], [-2.118, 2.996, 0.191], [0.721, 3.419, 0.615], [0.600, 4.501, 0.435], [-0.421, 4.141, -2.129], [1.735, 3.102, 0.342], [0.685, 2.756, -2.452], [-2.238, 2.724, 1.248], [0.565, 3.201, 1.681], [-0.301, 3.054, -2.078], [-2.244, 4.083, 0.064], [-1.057, 2.560, -2.705], [-2.886, 2.464, -0.389], [0.766, -2.379, 0.144], [-0.442, -3.559, 0.857], [1.296, -3.161, -1.440], [2.985, -1.776, 0.843], [2.654, -3.500, 1.262], [1.941, -2.163, 2.234], [2.234, -2.481, 1.224], [2.037, -2.503, -1.909], [1.714, -4.161, -1.279], [-0.032, -4.578, 0.940], [-1.343, -3.568, 0.227], [0.427, -3.218, -2.111], [-0.721, -3.184, 1.852], [2.337, 0.498, -1.014], [-1.272, -0.301, 5.501], [-1.878, 0.501, 4.351], [-1.217, 0.297, 3.062], [-0.798, 0.186, 1.970], [-1.331, -1.377, 5.330], [-1.794, -0.105, 6.446], [-0.221, -0.057, 5.669], [-2.931, 0.180, 4.256], [-1.808, 1.569, 4.632]],
  "lowdin_charge": [-0.069, -0.747, 0.105, 0.098, 0.098, 0.032, 0.891, 0.499, 0.754, -0.225, -0.210, 0.088, 0.073, 0.037, 0.020, 0.043, 0.059, -0.285, 0.081, 0.047, 0.062, 0.762, -0.227, -0.286, 0.036, 0.088, 0.062, -0.212, 0.020, 0.073, 0.080, 0.061, 0.047, 0.051, -0.163, -0.095, -0.215, -0.175, 0.116, 0.080, 0.093, 0.084, 0.135, 0.134]
}


{
  "formula": "C11H26FN2O4",
  "method": "ωB97M-V with the def2-TZVPD basis set",
  "e_homo_ev": -1.57,
  "total_energy_ha": -944.92101,
  "charge": -1,
  "e_lumo_ev": 2.53,
  "symbols": ["N", "C", "C", "O", "C", "N", "C", "C", "F", "H", "H", "H", "H", "H", "H", "H", "H", "H", "H", "H", "H", "C", "O", "C", "C", "O", "C", "C", "O", "C", "H", "H", "H", "H", "H", "H", "H", "H", "H", "H", "H", "H", "H", "H"],
  "coordinates": [[2.913, 2.224, 3.427], [2.038, 2.075, 2.235], [1.805, 3.403, 1.523], [3.112, 4.008, 1.308], [0.921, 4.400, 2.282], [-0.505, 4.377, 2.059], [-1.186, 3.262, 2.606], [-1.556, 2.132, 1.626], [-2.068, 2.665, 0.455], [3.632, 1.512, 3.380], [2.365, 1.977, 4.243], [2.503, 1.395, 1.522], [1.111, 1.618, 2.540], [1.362, 3.260, 0.541], [3.564, 3.477, 0.633], [1.194, 4.328, 3.358], [1.267, 5.377, 1.956], [-0.663, 2.798, 3.470], [-2.165, 3.593, 2.990], [-2.316, 1.488, 2.077], [-0.706, 1.514, 1.352], [1.483, -4.739, -1.571], [1.058, -3.477, -2.030], [0.561, -3.441, -3.353], [-0.776, -2.734, -3.476], [-1.876, -3.362, -2.844], [-1.973, -3.342, -1.429], [-2.288, -2.000, -0.800], [-1.248, -1.062, -0.945], [-1.639, 0.208, -1.459], [2.547, -4.894, -1.782], [1.338, -4.769, -0.490], [0.903, -5.553, -2.015], [0.474, -4.451, -3.769], [1.277, -2.883, -3.971], [-1.026, -2.753, -4.541], [-0.694, -1.684, -3.192], [-1.098, -3.799, -0.963], [-2.822, -3.994, -1.205], [-2.445, -2.173, 0.274], [-3.227, -1.616, -1.214], [-2.469, 0.118, -2.168], [-0.782, 0.627, -1.989], [-1.900, 0.888, -0.651]],
  "lowdin_charge": [0.003, -0.240, -0.381, -0.092, -0.335, -0.143, -0.396, -0.258, -0.097, 0.045, 0.049, 0.099, 0.077, 0.124, 0.070, 0.094, 0.085, 0.085, 0.072, 0.092, 0.079, -0.117, -0.186, -0.201, -0.186, -0.122, -0.186, -0.211, -0.194, -0.085, 0.084, 0.086, 0.084, 0.118, 0.125, 0.126, 0.113, 0.111, 0.124, 0.126, 0.122, 0.088, 0.091, 0.059]
}


Q: Number 1 is which compound?
A: C11H25NO11S5